Record 1
Density functional theory data (wB97M-V/def2-TZVPD) for a molecular structure, C23H56F8N2O31S11V at a distorted geometry.

```
132
Properties=species:S:1:pos:R:3:lowdin_charge:R:1
V 5.84 -3.85 1.11 1.323
S -6.76 -3.27 -7.29 0.726
S -0.40 3.51 -7.69 0.650
S 0.71 -2.71 -0.17 0.440
S 1.57 -0.60 0.55 0.569
S -7.37 -2.13 2.71 0.667
S 4.77 -8.13 3.54 0.727
S -4.25 5.35 3.21 0.756
S 3.22 -4.82 -7.29 0.692
S 11.80 5.54 2.19 0.683
S 5.21 -6.66 5.59 0.562
S -1.39 5.18 10.07 0.677
F 5.85 -4.15 6.24 0.103
F 3.79 -4.53 5.75 0.105
F 2.25 -7.93 4.63 0.121
F 4.60 -5.14 7.80 0.127
F 2.79 -0.28 1.47 -0.212
F 1.17 -4.08 -0.91 -0.260
F 2.31 -8.33 2.51 0.112
F 2.77 -9.95 4.11 0.101
O 5.05 -8.28 2.12 -0.343
O -3.49 5.04 1.75 -0.251
O 10.39 4.89 2.85 -0.253
O 1.75 -5.21 -6.52 -0.293
O 7.15 -3.04 1.67 -0.236
O -6.50 -3.63 -8.69 -0.318
O -5.71 5.29 3.07 -0.308
O -1.23 2.59 -6.57 -0.279
O 0.16 5.09 9.34 -0.291
O 4.34 -7.67 6.17 -0.335
O -8.14 -3.34 -6.74 -0.324
O -3.65 6.58 3.89 -0.344
O 3.82 -6.11 -7.64 -0.322
O -5.82 -4.30 -6.38 -0.266
O -0.59 4.89 -7.35 -0.293
O -7.18 -0.63 1.94 -0.281
O 4.01 -3.85 -6.55 -0.283
O 11.62 6.96 2.28 -0.283
O 0.02 -2.12 -1.36 -0.316
O 0.45 -0.38 1.45 -0.298
O -1.17 5.04 11.51 -0.294
O 0.90 2.95 -8.01 -0.284
O 1.63 0.32 -0.59 -0.299
O -8.10 -1.97 3.97 -0.289
O -2.27 4.23 9.45 -0.297
O 6.64 -6.89 6.01 -0.348
O 5.58 -9.14 4.37 -0.352
O 12.96 4.89 2.81 -0.291
O -7.79 -3.05 1.69 -0.280
O -0.06 -3.37 0.87 -0.311
O 6.14 -4.36 -0.36 -0.186
N 2.15 -2.30 0.28 -0.280
N 4.93 -6.49 4.08 -0.339
C 11.73 4.94 0.47 -0.127
C 0.89 3.94 7.41 -0.065
C -1.51 3.16 -9.10 -0.119
C -5.93 -1.54 -6.99 -0.083
C 2.88 -8.63 3.70 -0.571
C 2.51 -4.04 -8.79 -0.116
C 8.11 4.73 3.32 -0.057
C 0.92 -6.31 -7.09 -0.225
C -6.01 -4.36 -4.97 -0.259
C -2.27 5.62 1.63 -0.344
C -6.63 0.79 0.16 -0.070
C 9.20 5.45 2.49 -0.346
C -2.17 7.14 1.20 -0.049
C -3.84 3.72 4.10 -0.072
C -5.72 -2.39 3.21 -0.143
C 1.15 -7.55 -6.13 -0.069
C 4.82 -4.99 6.46 -0.606
C -6.72 -0.64 0.59 -0.299
C -1.88 6.90 9.53 -0.101
C -6.98 -5.52 -4.62 -0.082
C 0.30 5.29 7.88 -0.253
C -1.81 3.12 -5.33 -0.235
C -3.08 3.97 -5.46 -0.078
H -4.87 -1.61 -6.77 0.061
H 0.83 6.22 7.68 0.111
H -3.11 4.64 -6.32 0.067
H 0.02 3.30 7.29 0.072
H 2.17 -7.82 -5.86 0.074
H -1.86 7.03 8.45 0.058
H -4.77 3.20 3.85 0.053
H 3.23 -3.36 -9.26 0.063
H -1.17 7.49 1.43 0.079
H -2.45 7.18 0.14 0.069
H 0.56 -7.38 -5.24 0.069
H -1.24 7.60 10.06 0.067
H -1.67 5.46 2.53 0.108
H 9.17 6.49 2.81 0.115
H -3.96 3.33 -5.51 0.067
H -5.04 -4.34 -4.45 0.123
H -6.65 -6.56 -4.61 0.066
H -5.08 -1.52 3.13 0.077
H -5.75 -2.73 4.25 0.071
H -5.60 1.05 -0.05 0.077
H -3.04 3.10 3.71 0.062
H -2.58 3.08 -8.93 0.063
H -2.90 7.06 9.87 0.065
H -2.05 2.33 -4.62 0.116
H -7.14 1.10 -0.75 0.073
H 2.36 -4.80 -9.56 0.061
H 8.38 4.80 4.38 0.084
H -7.43 -1.18 -0.04 0.115
H 1.59 -3.50 -8.55 0.070
H -0.12 -5.98 -7.13 0.112
H 1.52 3.44 8.14 0.080
H -7.10 1.48 0.86 0.084
H -6.33 -1.20 -6.03 0.044
H -1.03 3.56 -4.71 0.114
H -6.48 -3.56 -4.41 0.109
H -3.32 4.59 -4.60 0.077
H -5.76 -1.14 0.60 0.119
H 11.52 3.89 0.28 0.077
H -1.34 2.12 -9.35 0.065
H -6.24 -0.72 -7.64 0.060
H 0.77 -8.51 -6.48 0.065
H -3.58 3.86 5.15 0.062
H -7.36 -5.53 -3.60 0.073
H 1.08 -6.68 -8.10 0.102
H 11.11 5.59 -0.15 0.065
H 7.21 5.28 3.04 0.073
H -0.62 5.44 7.31 0.099
H 1.34 3.92 6.42 0.074
H -5.10 -3.16 2.75 0.080
H -2.97 7.65 1.73 0.058
H 8.89 5.34 1.45 0.119
H 7.81 3.75 2.96 0.074
H -7.89 -5.65 -5.20 0.073
H -1.32 4.01 -9.77 0.068
H 12.69 5.07 -0.02 0.066
H -1.75 5.08 0.82 0.122
```

LUMO energy: -3.71 eV
Largest force on an atom: 8.538 eV/Å
Charge: -1



Record 2
Density functional theory data (wB97M-V/def2-TZVPD) for a molecular structure, C22H28N3O3Pt at a distorted geometry.

```
57
Properties=species:S:1:pos:R:3:nbo_charge:R:1
Pt 0.77 -0.43 -1.07 0.952
O 4.60 1.11 -1.15 -0.687
O 2.91 -0.32 -1.12 -0.750
O 0.69 -3.75 -0.10 -0.762
N 1.23 -0.01 1.48 -0.461
N -0.73 -1.39 -1.51 -0.627
N 1.10 1.65 -1.18 -0.562
C -1.21 2.26 -1.07 -0.296
C 0.93 -0.66 5.72 -0.632
C -1.08 -0.60 -3.80 -0.616
C 1.93 -1.17 3.45 -0.224
C -3.00 -1.36 -2.34 -0.603
C -1.85 4.57 -0.86 -0.256
C 2.40 1.98 -1.05 0.007
C 0.15 2.61 -1.04 0.244
C 0.30 0.55 3.61 -0.265
C 1.98 -0.93 2.09 0.037
C -0.52 4.94 -0.78 -0.226
C 2.81 3.30 -0.87 -0.199
C 1.06 -0.43 4.24 0.005
C -2.19 3.23 -1.00 -0.237
C 3.39 0.85 -1.12 0.743
C 0.51 3.98 -0.87 -0.090
C -1.51 -1.57 -2.67 0.028
C -1.35 -3.02 -3.17 -0.601
C 1.88 4.31 -0.81 -0.291
C -1.06 -2.90 1.39 -0.639
C 0.42 0.72 2.24 0.050
C -0.04 -3.97 1.07 -0.044
H -0.38 1.17 4.18 0.208
H -3.28 -2.03 -1.53 0.204
H -0.54 -4.95 0.97 0.144
H -0.12 -0.69 6.00 0.218
H 0.68 -4.05 1.91 0.146
H -1.33 0.42 -3.52 0.218
H -1.91 -3.17 -4.09 0.195
H 2.64 -1.49 1.44 0.222
H -0.30 -3.23 -3.36 0.220
H 2.57 -1.92 3.89 0.201
H 0.42 -2.89 -0.50 0.493
H -1.59 -0.85 -4.73 0.194
H -1.77 -2.80 0.57 0.212
H -1.60 -3.15 2.31 0.198
H -0.15 1.48 1.72 0.209
H -1.45 1.21 -1.12 0.218
H -0.56 -1.94 1.52 0.217
H -1.71 -3.72 -2.42 0.207
H -3.19 -0.34 -2.02 0.210
H 3.87 3.48 -0.83 0.233
H -3.63 -1.57 -3.21 0.199
H 1.41 0.14 6.27 0.221
H -0.01 -0.67 -3.94 0.227
H -2.62 5.33 -0.80 0.194
H 2.17 5.35 -0.73 0.193
H 1.39 -1.61 6.00 0.213
H -0.24 5.97 -0.62 0.193
H -3.24 2.94 -1.03 0.197
```

LUMO energy (spin up / spin down): 2.62 / 2.49 eV
Largest force on an atom: 2.470 eV/Å
Spin multiplicity: 3
Charge: -1



Let's list energy above the lowest of the compared OMol25 structures with the same formula, charge and spin in order: 90.6 34.7 kcal/mol.